Entry 1:
The following is a quantum chemistry calculation of one molecule with the formula C23H24N4O4 in a non-equilibrium geometry, from OMol25.

Results
HOMO, hartree: -0.3000
Strongest force on any atom, Eh/bohr: 0.026
Kohn-Sham gap, eV: 8.0
Net charge: 0
LUMO, hartree: -0.0055
Structure (SMILES): Cc1cccc(C(=O)N2CCN(c3ccc([N+](=O)[O-])c(NCc4ccco4)c3)CC2)c1

Geometry (Å):
1 C -0.8246 0.0134 -3.9746
2 C 0.5865 -0.1375 -3.5041
3 C 0.8579 -0.5293 -2.2002
4 C 2.1642 -0.6582 -1.7445
5 C 3.2246 -0.4345 -2.6178
6 C 2.9626 -0.0511 -3.9205
7 C 1.6579 0.1091 -4.3550
8 H 1.4679 0.4138 -5.3741
9 H 3.7817 0.1195 -4.6040
10 H 4.2418 -0.5864 -2.2869
11 C 2.3615 -1.1109 -0.3422
12 O 1.7034 -2.0175 0.1358
13 N 3.3492 -0.4973 0.3843
14 C 3.8078 0.8549 0.1498
15 H 3.4443 1.1952 -0.8191
16 H 4.9035 0.8757 0.1446
17 C 3.2567 1.7512 1.2887
18 N 2.0364 1.1715 1.8062
19 C 0.8654 1.2806 1.0917
20 C -0.2997 0.6546 1.5222
21 C -1.5136 0.7328 0.8298
22 N -2.6128 0.0997 1.2767
23 H -3.4485 0.2055 0.7064
24 C -2.6440 -0.8507 2.3586
25 C -3.9933 -1.4851 2.4423
26 C -4.8815 -1.8635 1.4790
27 C -5.9948 -2.4104 2.1648
28 C -5.6979 -2.3253 3.4877
29 O -4.4889 -1.7636 3.6669
30 H -6.2372 -2.6164 4.3668
31 H -6.8862 -2.8087 1.7266
32 H -4.7685 -1.7669 0.4188
33 H -1.8775 -1.6254 2.1976
34 H -2.4357 -0.3622 3.3204
35 C -1.5488 1.5131 -0.3610
36 C -0.3877 2.1917 -0.7569
37 C 0.7823 2.0931 -0.0650
38 H 1.6350 2.6342 -0.4348
39 H -0.4407 2.7945 -1.6503
40 N -2.6723 1.6179 -1.1846
41 O -2.5676 2.2294 -2.2409
42 O -3.7333 1.0829 -0.8461
43 H -0.2948 0.0869 2.4355
44 C 2.3531 -0.0301 2.5585
45 H 2.7248 0.2521 3.5492
46 H 1.4647 -0.6429 2.6763
47 C 3.4217 -0.8478 1.7884
48 H 3.2245 -1.9149 1.8876
49 H 4.4319 -0.6310 2.1425
50 H 3.9670 1.7935 2.1189
51 H 3.0893 2.7714 0.9478
52 H 0.0497 -0.7448 -1.5169
53 H -1.2284 0.9790 -3.6669
54 H -1.4568 -0.7610 -3.5454
55 H -0.8823 -0.0435 -5.0586

Entry 2:
The following is a quantum chemistry calculation of C31H47NO3P2SSm as an isolated structure in a non-equilibrium geometry, from OMol25.

Results
HOMO (spin up / spin down), hartree: -0.3808 / -0.3804
Strongest force on any atom, Eh/bohr: 0.043
Kohn-Sham gap (spin up / spin down), eV: 7.3 / 7.4
Net charge: +1
Spin multiplicity: 6
LUMO (spin up / spin down), hartree: -0.1109 / -0.1096

Geometry (Å):
1 Sm -0.1073 -0.3253 1.5372
2 C -0.4044 -2.7554 2.5406
3 C 0.9312 -2.7746 2.0186
4 C 0.8811 -1.3184 3.8235
5 C -0.4233 -1.8839 3.6756
6 C 1.7210 -1.8726 2.8009
7 C -1.5644 -3.5496 2.0614
8 H -1.3828 -3.9659 1.0630
9 H -2.4739 -2.9324 2.0121
10 H -1.7794 -4.3827 2.7462
11 C -1.5431 -1.7418 4.6430
12 H -2.5152 -1.8428 4.1418
13 H -1.5267 -0.7640 5.1462
14 H -1.4741 -2.5190 5.4207
15 C 1.3047 -0.4460 4.9453
16 H 1.3145 -1.0120 5.8879
17 H 0.6286 0.4071 5.0823
18 H 2.3048 -0.0341 4.7757
19 C 3.1869 -1.6466 2.6852
20 H 3.7406 -2.2308 3.4400
21 H 3.4440 -0.5893 2.8495
22 H 3.5708 -1.9384 1.7008
23 C 1.4225 -3.6178 0.8913
24 H 1.8330 -4.5817 1.2337
25 H 2.2194 -3.1076 0.3317
26 H 0.6127 -3.8448 0.1857
27 C -1.6310 0.2821 -5.2579
28 C -1.5791 -1.0515 -5.4084
29 C -0.6832 -1.8066 -6.3431
30 C 0.6859 -1.1523 -6.6715
31 C 1.4440 -0.6009 -5.5000
32 C 1.4149 0.6651 -5.0590
33 C 0.4797 1.7492 -5.5018
34 C -0.8818 1.2854 -6.0837
35 H -1.1946 -1.9946 -7.3047
36 H 0.5543 -0.4034 -7.4639
37 H -0.4966 -2.8012 -5.9048
38 H -0.7360 0.9398 -7.1152
39 H -2.3571 0.7156 -4.5572
40 H -2.3141 -1.6766 -4.8831
41 H -1.5146 2.1845 -6.1433
42 H 0.2866 2.4085 -4.6371
43 H 2.1882 0.9943 -4.3507
44 H 0.9656 2.3884 -6.2613
45 H 1.3092 -1.9527 -7.1038
46 H 2.1472 -1.3108 -5.0429
47 P -0.7709 -0.5462 -1.2143
48 P 2.0910 0.8115 0.0166
49 C 0.1978 0.7289 -2.1620
50 C 1.1511 1.6285 -1.3660
51 H -0.5369 1.3465 -2.7029
52 H 0.7520 0.1671 -2.9246
53 H 1.9036 2.0748 -2.0404
54 H 0.5913 2.4562 -0.8988
55 C 3.0188 2.1989 0.7527
56 H 3.5653 1.8294 1.6335
57 H 2.3301 2.9894 1.0968
58 H 3.7258 2.6204 0.0213
59 C 3.3492 -0.1826 -0.8707
60 H 3.8755 0.4345 -1.6188
61 H 2.8685 -1.0341 -1.3773
62 H 4.0811 -0.5861 -0.1557
63 C -2.4958 0.0405 -1.3753
64 H -3.1358 -0.6421 -0.7982
65 H -2.8098 0.0524 -2.4296
66 H -2.5887 1.0429 -0.9373
67 C -0.7030 -1.9965 -2.3173
68 H 0.2881 -2.4639 -2.2751
69 H -0.9177 -1.7155 -3.3529
70 H -1.4407 -2.7421 -1.9922
71 O -2.1703 0.3967 2.2569
72 C -1.6710 1.4545 2.8141
73 N -0.3513 1.7000 2.6238
74 S 0.2135 3.1359 3.3076
75 O 1.2632 2.8197 4.2424
76 O 0.4611 4.0799 2.2450
77 C -1.3318 3.3528 4.1363
78 C -1.5773 4.2424 5.1785
79 C -2.8170 4.1599 5.8280
80 C -3.7789 3.2126 5.4275
81 C -3.5262 2.3447 4.3604
82 C -2.2778 2.4207 3.7270
83 H -0.8198 4.9701 5.4622
84 H -3.0405 4.8323 6.6581
85 H -4.7240 3.1635 5.9679
86 H -4.2501 1.6091 4.0063

Entry 3:
The following is a quantum chemistry calculation of C32H22Br2N5O9S2Sc as an isolated structure in a non-equilibrium geometry, from OMol25.

Results
HOMO, hartree: -0.0972
Strongest force on any atom, Eh/bohr: 0.062
Kohn-Sham gap, eV: 5.6
Net charge: -2
LUMO, hartree: 0.1078

Geometry (Å):
1 Sc -1.9894 0.4084 -0.0867
2 Br 4.9787 2.4861 -0.7251
3 C 3.1610 2.2222 -1.0168
4 C 2.7747 1.2572 -2.0077
5 C 1.4419 1.0613 -2.3087
6 C 0.4444 1.7984 -1.6279
7 O -0.8169 1.4365 -1.6970
8 C 0.8474 2.8967 -0.7903
9 C -0.2133 3.5981 -0.1189
10 N -0.0900 4.1944 1.0176
11 C -1.1027 4.5103 1.8787
12 C -0.6894 5.1533 3.0734
13 C -1.5729 5.5229 4.0974
14 C -2.9135 5.1696 4.0235
15 C -3.4039 4.4770 2.8767
16 C -4.7834 4.1835 2.7607
17 C -5.2331 3.6500 1.5779
18 C -4.3192 3.4552 0.5360
19 N -3.0351 3.7504 0.6169
20 C -2.5138 4.1893 1.7418
21 C 2.1799 3.0164 -0.4226
22 H 3.5873 0.6618 -2.4520
23 H 1.1227 0.3252 -3.0520
24 H -1.1964 3.5856 -0.6236
25 H 0.3836 5.3549 3.1768
26 H -1.2245 6.0461 4.9892
27 H -3.6344 5.4426 4.7844
28 H -5.4300 4.3946 3.6110
29 H -6.2571 3.3396 1.4205
30 H -4.6715 3.0989 -0.4200
31 H 2.3931 3.7655 0.3269
32 Br 8.0464 -7.8955 -2.5112
33 C 6.7528 -6.6735 -2.0465
34 C 5.6367 -6.4645 -2.9169
35 C 4.6308 -5.6060 -2.5771
36 C 4.7378 -4.8804 -1.3710
37 C 5.8005 -5.0526 -0.5009
38 C 6.8082 -5.9445 -0.8228
39 N 3.7565 -3.9456 -1.0233
40 N 2.8334 -3.8516 -1.9120
41 C 1.6930 -3.1332 -1.6265
42 C 0.6284 -3.3839 -2.5456
43 C -0.6544 -2.8771 -2.2808
44 C -0.8159 -1.9878 -1.1908
45 O -1.9844 -1.4512 -0.9485
46 C 0.2864 -1.6566 -0.3460
47 N 0.0025 -0.7149 0.5838
48 C 0.9517 -0.4265 1.4934
49 C 2.2655 -0.9156 1.3748
50 C 2.5953 -1.7717 0.3309
51 C 1.5870 -2.1971 -0.5470
52 H 5.6103 -7.0259 -3.8593
53 H 3.7129 -5.4379 -3.1388
54 H 5.7305 -4.4924 0.4552
55 H 7.6720 -6.1114 -0.1334
56 H 0.9186 -4.0712 -3.3613
57 H -1.5519 -3.0961 -2.8538
58 H 0.6186 0.2568 2.2586
59 H 2.9952 -0.6278 2.1333
60 H 3.6372 -2.0771 0.2033
61 O -3.0251 1.4942 3.5769
62 S -2.2593 0.6221 2.6921
63 O -1.5696 -0.3152 3.5190
64 O -3.1093 -0.0557 1.6361
65 O -1.3672 1.4204 1.7200
66 C -5.2168 -1.3706 -0.7215
67 S -5.2486 0.2726 -1.4286
68 O -5.6331 0.1466 -2.8119
69 O -6.2131 1.0505 -0.6544
70 O -3.8336 0.8088 -1.2078
71 H -6.2383 -1.7241 -0.6535
72 H -4.7823 -1.3026 0.2745
73 H -4.6297 -1.9860 -1.4206

Entry 4:
The following is a quantum chemistry calculation of a 2-piece molecular cluster, C5H10O2 overall, from OMol25.

Results
HOMO, hartree: -0.3552
Strongest force on any atom, Eh/bohr: 0.011
Kohn-Sham gap, eV: 10.6
Net charge: 0
LUMO, hartree: 0.0347
Structure (SMILES): C=CCO.CC=O

Geometry (Å):
1 O 2.5412 0.0751 -0.6257
2 C 1.7995 -0.8312 0.1512
3 C 0.4796 -1.2335 -0.4596
4 C -0.6054 -1.5369 0.2461
5 C -1.8487 1.1806 0.1147
6 C -0.3979 1.4968 0.0424
7 O 0.2199 1.5775 -0.9976
8 H 1.9601 0.8261 -0.8267
9 H 1.6243 -0.4567 1.1762
10 H 2.4226 -1.7274 0.2448
11 H 0.4665 -1.2807 -1.5484
12 H -0.6121 -1.4752 1.3341
13 H -1.5227 -1.8792 -0.2245
14 H -2.1643 0.7542 1.0720
15 H -2.1681 0.5673 -0.7265
16 H 0.0697 1.7601 1.0111
17 H -2.2641 2.1830 0.0164